Record 1
Computed, not measured: 5 unconnected molecules or ions with the total composition C20H40N2O11P, with ωB97M-V/def2-TZVPD.

Atoms and positions in Å:
O  2.3447  -1.8046  -0.1857
P  3.2487  -1.1726  -1.3430
O  4.5429  -0.2678  -0.6090
O  3.7517  -2.4161  -2.4528
C  2.1187  0.0607  -2.3407
C  0.5603  -0.4206  -1.9695
C  0.0120  -1.9288  -2.4034
N  -1.4040  -1.8687  -1.8055
C  -1.6412  -0.5104  -1.1278
N  -0.4426  0.4131  -1.1982
H  4.0661  0.3508  0.0496
H  3.6828  -3.3311  -2.0383
H  2.2776  1.1381  -1.9053
H  2.3610  -0.0215  -3.4827
H  0.5516  -2.7918  -2.9812
H  -2.0813  -2.6833  -1.8774
H  -2.6451  -0.2233  -0.5824
H  -0.2723  1.3794  -0.8382
O  3.7479  -4.7862  -0.3081
C  3.7476  -4.8002  0.9209
O  4.6912  -5.4894  1.5977
C  4.8834  -5.4323  3.0231
C  3.9441  -6.3876  3.7336
C  2.6464  -4.1267  1.6894
H  4.7989  -4.4051  3.3898
H  5.9170  -5.7427  3.2098
H  2.8967  -6.1276  3.5603
H  4.1285  -6.3792  4.8116
H  4.0819  -7.4078  3.3599
H  1.7774  -4.7867  1.7217
H  2.3802  -3.1983  1.1719
H  2.9272  -3.8410  2.7019
O  -1.2535  3.6558  0.4605
C  -2.4490  3.6114  0.7422
O  -3.1897  2.5308  0.4148
C  -4.5443  2.3046  0.8458
C  -5.5266  3.0189  -0.0622
C  -3.1265  4.7942  1.3737
H  -4.6709  2.5714  1.8990
H  -4.7156  1.2248  0.7782
H  -5.3811  4.1020  -0.0419
H  -6.5560  2.8028  0.2375
H  -5.3874  2.7013  -1.1011
H  -3.3775  5.5193  0.5971
H  -2.4323  5.2506  2.0881
H  -4.0211  4.5389  1.9395
O  -2.9089  3.7949  -3.6721
C  -1.8106  3.7886  -4.2236
O  -1.6695  3.2695  -5.4622
C  -0.4756  3.3665  -6.2604
C  0.5093  2.2730  -5.8943
C  -0.5903  4.2749  -3.4947
H  -0.0398  4.3676  -6.1948
H  -0.7867  3.2329  -7.3021
H  0.8350  2.3547  -4.8541
H  1.3925  2.3185  -6.5376
H  0.0440  1.2875  -6.0027
H  -0.2228  3.4801  -2.8427
H  -0.8717  5.1431  -2.8885
H  0.2109  4.6094  -4.1518
O  -2.9976  1.1443  3.5103
C  -1.9588  0.4877  3.5201
O  -1.9999  -0.8568  3.6387
C  -0.8637  -1.7279  3.4897
C  -0.0842  -1.8256  4.7868
C  -0.6234  1.1755  3.4918
H  -0.2414  -1.4203  2.6443
H  -1.2614  -2.7166  3.2366
H  0.3179  -0.8556  5.0903
H  0.7480  -2.5279  4.6845
H  -0.7351  -2.1656  5.5993
H  -0.3730  1.5120  4.4997
H  -0.6940  2.0420  2.8250
H  0.1826  0.5561  3.1015

The calculation puts the molar mass at 515.52 g mol⁻¹. The gap between HOMO and LUMO is 8.4584 eV. As for the spin multiplicity: 1. Its net charge is +1.



Record 2
Computed, not measured: 3 unconnected molecules or ions with the total composition C20H40NO5, with ωB97M-V/def2-TZVPD.

Atoms and positions in Å:
C  4.8181  0.9700  0.1188
C  3.8787  2.0713  -0.3441
O  2.9292  1.5003  -1.2284
C  2.2271  2.3878  -2.0928
C  0.7650  1.9578  -2.2444
O  -0.2729  2.7398  -1.6721
C  -0.4545  2.9065  -0.2498
C  0.3071  4.1488  0.2183
C  -1.9651  3.1517  -0.1003
C  -2.6777  2.5933  1.1475
C  -2.3502  3.3996  2.4112
C  -4.1814  2.6487  0.8903
N  -2.2806  1.1714  1.4059
O  -3.1970  0.3725  1.7693
C  -1.1283  0.5786  0.6792
C  -1.6294  0.0277  -0.6789
C  -0.5662  -0.5538  1.5322
C  -0.0691  1.6831  0.5823
H  4.2370  0.0590  0.2938
H  5.3088  1.2446  1.0564
H  5.5839  0.7489  -0.6265
H  3.3720  2.5213  0.5175
H  4.4307  2.8647  -0.8658
H  2.7028  2.3344  -3.0818
H  2.3019  3.4229  -1.7497
H  0.5070  1.9578  -3.3069
H  0.7093  0.9139  -1.9079
H  1.3810  4.0019  0.2296
H  0.0702  4.9905  -0.4389
H  0.0002  4.4123  1.2372
H  -2.4513  2.7559  -0.9948
H  -2.1461  4.2348  -0.0960
H  -1.2953  3.3406  2.6847
H  -2.6204  4.4510  2.2714
H  -2.9349  3.0065  3.2488
H  -4.4581  1.9762  0.0760
H  -4.7463  2.3723  1.7804
H  -4.4510  3.6708  0.6042
H  -1.5838  -1.0628  -0.6911
H  -2.6714  0.3092  -0.8478
H  -1.0497  0.4009  -1.5196
H  -1.3249  -1.3246  1.6780
H  -0.2503  -0.1885  2.5137
H  0.2925  -0.9885  1.0140
H  0.1008  2.0422  1.6064
H  0.8835  1.2603  0.2537
C  -2.3001  -4.0959  -3.5604
C  -1.3414  -4.0080  -2.3978
O  -0.9609  -2.9385  -1.9776
C  -0.8797  -5.3060  -1.7868
H  -2.5554  -3.0989  -3.9096
H  -1.8487  -4.6692  -4.3724
H  -3.2053  -4.6245  -3.2561
H  -0.3686  -5.9087  -2.5403
H  -1.7385  -5.8824  -1.4370
H  -0.2108  -5.1023  -0.9558
C  2.1942  -3.4612  1.0078
C  1.7961  -4.8036  1.5707
O  1.1461  -5.5946  0.9288
C  2.2462  -5.1057  2.9791
H  1.8006  -3.3445  0.0007
H  1.8073  -2.6645  1.6455
H  3.2821  -3.3684  0.9971
H  1.8498  -4.3543  3.6645
H  3.3349  -5.0592  3.0414
H  1.9015  -6.0928  3.2751

The expectation value of S² is 0.754. The calculation puts the molar mass at 374.54 g mol⁻¹. The gap between HOMO and LUMO (spin up / spin down) is 8.2864 / 9.7655 eV. As for the spin multiplicity: 2. Its net charge is 0.



Record 3
Computed, not measured: 5 unconnected molecules or ions with the total composition C20H40O12S3, with ωB97M-V/def2-TZVPD.

Atoms and positions in Å:
C  -3.1077  -5.2505  -0.8388
C  -1.9147  -6.1682  -0.8927
O  -1.1726  -5.9672  0.3289
C  -0.0599  -6.6895  0.4370
O  0.3268  -7.5178  -0.3454
O  0.5366  -6.3448  1.5787
C  1.7910  -6.9639  1.8197
H  -3.8443  -5.5880  -0.1071
H  -3.6399  -5.2550  -1.7902
H  -2.7992  -4.2444  -0.5574
H  -1.2889  -5.9791  -1.7636
H  -2.2302  -7.2119  -0.9300
H  2.6010  -6.3965  1.3582
H  1.7975  -8.0079  1.5223
H  1.9824  -6.9166  2.8938
C  1.4691  2.2323  0.3369
C  1.5655  1.5601  1.6878
O  0.5801  0.4818  1.7411
C  0.8165  -0.5815  1.0112
O  1.7375  -0.7745  0.2634
O  -0.2069  -1.4375  1.2150
C  -0.0598  -2.7481  0.6626
H  2.2957  2.9302  0.1985
H  0.5082  2.7303  0.2097
H  1.5456  1.4896  -0.4630
H  1.1682  2.2533  2.4235
H  2.5412  1.1218  1.8699
H  -0.8656  -3.3451  1.0831
H  0.9178  -3.1580  0.8913
H  -0.2584  -2.7588  -0.4137
C  3.4568  1.7663  -3.3979
C  4.7268  2.5753  -3.6831
C  4.4328  3.5396  -4.8258
S  2.7791  4.1209  -4.4445
O  1.9394  4.1650  -5.6119
O  2.9231  5.2976  -3.6408
C  2.2793  2.7196  -3.4321
H  3.6168  1.1810  -2.4921
H  3.3148  1.0213  -4.1875
H  5.6112  1.9503  -3.7900
H  4.9312  3.2036  -2.8054
H  4.4115  3.0595  -5.8049
H  5.1191  4.3801  -4.8281
H  1.4222  2.2270  -3.8813
H  1.9920  3.1424  -2.4684
C  -1.4962  1.7352  -3.4186
C  -0.9198  0.4286  -2.8427
C  -1.6444  0.0784  -1.5337
S  -2.8072  1.4114  -1.1826
O  -2.1831  2.4573  -0.4198
O  -4.0533  0.8405  -0.7421
C  -2.9081  1.9029  -2.8898
H  -1.4642  1.8074  -4.5045
H  -0.8953  2.5821  -3.0677
H  0.1491  0.4981  -2.6396
H  -1.0249  -0.3994  -3.5453
H  -0.9899  -0.0215  -0.6771
H  -2.3297  -0.7599  -1.6409
H  -3.3935  2.8584  -3.0671
H  -3.5718  1.1546  -3.3431
C  -1.9877  1.5639  6.3932
C  -1.2068  1.0401  5.1576
C  -1.7177  1.8769  4.0000
S  -1.9224  3.5475  4.5820
O  -3.1771  4.1244  4.2032
O  -0.7065  4.2661  4.2941
C  -1.9033  3.0836  6.3077
H  -1.5173  1.2770  7.3309
H  -3.0041  1.1720  6.3281
H  -1.3532  -0.0035  4.8949
H  -0.1484  1.2185  5.3734
H  -2.7421  1.5275  3.8220
H  -1.1851  1.8867  3.0544
H  -2.6423  3.5983  6.9210
H  -0.9420  3.4026  6.7157

The calculation puts the molar mass at 568.73 g mol⁻¹. As for the structure (SMILES): O=S1(=O)CCCC1.O=S1(=O)CCCC1.O=S1(=O)CCCC1.CCOC(=O)OC.CCOC(=O)OC. The gap between HOMO and LUMO is 10.5347 eV. As for the spin multiplicity: 1. Its net charge is 0.



Record 4
Computed, not measured: a molecular structure, C20H40O40PdS10, with ωB97M-V/def2-TZVPD.

Atoms and positions in Å:
Pd  -0.9010  1.7382  1.3546
C  3.1597  -0.6317  -0.6946
C  3.2615  -0.7350  0.7928
O  2.0031  -1.2975  1.2954
S  0.8782  -1.1590  0.1597
O  -0.1891  -0.2882  0.6941
O  0.5656  -2.4813  -0.1492
O  1.7140  -0.3388  -0.8628
H  3.4458  -1.5798  -1.1688
H  3.7587  0.1580  -1.1082
H  3.4301  0.3235  1.2171
H  4.1564  -1.2942  1.2264
C  1.4887  -4.7567  2.3443
C  0.8577  -5.8569  3.2472
O  0.5286  -5.2120  4.5313
S  0.7780  -3.5801  4.4954
O  1.4036  -3.0138  5.6454
O  -0.5064  -2.9929  4.0768
O  1.8029  -3.6833  3.2637
H  0.8272  -4.4346  1.4926
H  2.4565  -5.0408  1.9624
H  1.5159  -6.6920  3.4726
H  -0.0051  -6.3042  2.8193
C  0.1651  -8.2396  -0.9945
C  -0.3483  -8.3275  -2.4357
O  0.0017  -6.9987  -3.0251
S  0.4410  -5.9169  -1.9925
O  -0.4608  -4.7690  -1.8912
O  1.8149  -5.6864  -2.2667
O  0.1973  -6.8788  -0.6582
H  1.1728  -8.5754  -0.8259
H  -0.5169  -8.7279  -0.2994
H  -1.4439  -8.4810  -2.3444
H  0.1237  -9.0945  -3.0097
C  -2.6843  6.6781  1.7544
C  -2.5509  6.6111  3.2841
O  -1.3184  5.7239  3.5059
S  -0.8271  5.1017  2.1950
O  -1.5911  3.9305  1.7893
O  0.5677  5.0876  2.0379
O  -1.3685  6.2780  1.2761
H  -2.9687  7.6417  1.3532
H  -3.4357  5.9055  1.5271
H  -3.2932  5.9618  3.7228
H  -2.3233  7.5422  3.7997
C  2.6868  3.0966  -2.8722
C  1.9825  4.3826  -2.5165
O  2.1001  4.4147  -1.0884
S  1.8830  3.0598  -0.4118
O  0.4488  2.8765  -0.1687
O  2.7510  2.8407  0.6709
O  2.3902  2.2403  -1.7013
H  3.7917  3.2852  -2.9356
H  2.2999  2.4944  -3.7153
H  0.9643  4.5491  -2.8396
H  2.5919  5.1985  -2.8470
C  3.2411  2.1538  4.5429
C  2.6383  1.3441  5.6987
O  1.2455  1.2246  5.1971
S  0.8693  2.4008  4.2170
O  -0.2165  3.1407  4.7600
O  0.8150  1.8747  2.8691
O  2.2532  3.1417  4.2434
H  3.4257  1.4854  3.6481
H  4.1422  2.7185  4.8529
H  2.5053  1.9057  6.6126
H  3.0563  0.3010  5.7900
C  -2.5306  4.3167  -5.9852
C  -2.6736  2.8343  -5.5718
O  -2.8857  2.8223  -4.1634
S  -2.2841  4.1155  -3.5066
O  -1.1466  3.8944  -2.6435
O  -3.4022  4.8423  -2.9911
O  -1.7201  4.7737  -4.8478
H  -3.5928  4.7354  -5.8850
H  -1.9613  4.6035  -6.8222
H  -1.7457  2.2918  -5.6900
H  -3.5637  2.3011  -5.9749
C  -1.9441  -1.1399  -2.0519
C  -2.5997  -1.9520  -0.8755
O  -3.0795  -0.9103  0.0100
S  -3.1410  0.4482  -0.6945
O  -2.8594  1.5326  0.1784
O  -4.3471  0.4522  -1.4077
O  -1.8964  0.2859  -1.5857
H  -2.5746  -1.2194  -2.9551
H  -0.9677  -1.4685  -2.3620
H  -1.8961  -2.5991  -0.3274
H  -3.4002  -2.6172  -1.2061
C  2.8126  -2.3805  -5.8268
C  2.8463  -1.0386  -6.5535
O  2.2053  -0.0026  -5.7555
S  1.0748  -0.7697  -4.9105
O  -0.1311  -1.1166  -5.6608
O  0.8470  -0.0993  -3.6316
O  1.9873  -2.0883  -4.6505
H  3.7402  -2.5913  -5.3872
H  2.2705  -3.1353  -6.4614
H  2.2411  -1.1562  -7.4503
H  3.7597  -0.5350  -6.7709
C  -2.2609  -0.8781  5.5389
C  -3.3688  -1.2754  4.6165
O  -3.9870  0.0401  4.3342
S  -2.8044  1.0507  4.1259
O  -3.3250  2.3446  4.3015
O  -2.1909  0.7880  2.8673
O  -1.9003  0.5487  5.3303
H  -1.3070  -1.4406  5.4553
H  -2.6976  -0.8544  6.5613
H  -4.1886  -1.8900  5.0088
H  -3.0604  -1.6063  3.6623

The expectation value of S² is 2.003. The calculation puts the molar mass at 1347.59 g mol⁻¹. The gap between HOMO and LUMO (spin up / spin down) is 11.0568 / 8.1193 eV. As for the spin multiplicity: 3. Its net charge is +2.



Question: Which value of spin multiplicity does entry 4 give?
Answer: 3